The following is a DFT calculation (ωB97M-V/def2-TZVPD) of a structure of composition C18H15Co2O7 at a distorted geometry.

The multiplicity is 1. As for the net charge: -1. The frontier orbital gap is 5.874 eV.

```
42
Properties=species:S:1:pos:R:3:forces:R:3
O -3.5394 1.2546 -0.7766 1.4669 -0.8592 0.4227
C -2.4940 0.9460 -0.3748 -0.9094 1.6394 0.1148
Co -0.8912 0.4674 0.1279 0.6037 1.8574 0.0846
C 0.0007 2.0106 -0.7095 -1.9743 -1.2956 -1.8833
O -0.2831 3.1658 -0.8201 0.4879 0.5906 0.2623
C -1.0585 -0.3312 1.6678 -1.4519 -1.8639 2.0807
O -1.2575 -0.9031 2.6547 0.4585 0.8803 -0.8891
C -0.3227 -0.8597 -1.1302 4.4480 -0.4312 -1.3472
C -1.2980 -1.8445 -1.4998 -0.7601 -0.1939 -0.0356
C -1.7415 -2.7909 -0.5458 -0.4526 0.2795 -0.0138
C -2.9767 -3.4203 -0.6985 0.3289 0.0922 -0.2703
C -3.7179 -3.2141 -1.8671 -0.0289 0.1586 -0.1349
C -3.2092 -2.3842 -2.8796 0.0554 -0.4198 0.0228
C -1.9991 -1.7165 -2.7232 0.0607 -0.1207 0.5228
C 0.8381 -0.1717 -1.2890 -2.9632 -1.0802 -0.2210
C 1.0968 1.2578 -1.4949 0.2558 1.2956 -1.3901
Co 1.6936 -1.6117 -0.5075 0.5448 -0.2761 0.5315
C 1.5850 -2.0854 1.1649 -0.5989 -0.8334 1.7380
O 1.6120 -2.3506 2.2953 0.0983 0.2453 -0.8931
C 3.1687 -0.8005 -0.1826 1.1524 0.7138 -0.2498
O 4.1539 -0.2518 0.0869 -0.4002 -0.2261 -0.0436
C 2.0120 -3.0094 -1.5592 -0.8989 -0.4140 -0.9690
O 2.1142 -3.9094 -2.2730 0.3243 0.3327 0.4928
H -1.1530 -2.9359 0.3654 -0.2014 0.1217 -0.3616
H -3.3594 -4.0521 0.1094 0.1432 0.1241 -0.3805
H -4.6924 -3.6952 -1.9917 0.3439 0.1719 0.0142
H -3.7598 -2.2616 -3.8125 0.0400 -0.0473 0.2269
H -1.5918 -1.0601 -3.5013 -0.3165 -0.1748 0.3859
H 2.0770 1.6063 -1.1567 -0.2806 -0.2949 -0.4773
H 0.9764 1.5522 -2.5607 -0.0196 -0.2612 0.3119
C 2.0821 3.9473 1.7161 0.2242 0.1764 0.3794
C 1.1651 2.7592 1.8145 -0.2879 -0.5973 -0.9711
C 1.0395 2.1113 3.1655 0.1228 0.0500 0.5647
O 1.5832 1.7897 0.7789 0.0699 0.6733 2.9812
H 1.6407 4.7872 2.2650 0.2126 -0.0242 -0.0170
H 3.0649 3.7021 2.1413 -0.1033 0.1660 -0.0984
H 2.2021 4.2377 0.6697 -0.0594 -0.0431 0.1432
H 0.1592 3.0862 1.5331 0.1631 -0.1933 -0.2753
H 0.4845 2.7786 3.8341 0.1428 -0.0074 -0.0173
H 0.4689 1.1787 3.1289 0.1781 0.1315 -0.1302
H 2.0181 1.9245 3.6196 -0.0278 -0.1017 -0.0183
H 2.1082 1.0970 1.2153 -0.1916 0.0588 -0.1925
```
Forces are in eV/Å.